{"formula": "C30H22BrN3O8V", "method": "the ωB97M-V functional and the def2-TZVPD basis", "species": ["V", "O", "C", "C", "C", "C", "C", "C", "C", "N", "C", "C", "N", "C", "C", "C", "C", "C", "C", "C", "O", "H", "H", "H", "H", "H", "H", "H", "H", "H", "H", "H", "H", "H", "H", "O", "C", "C", "C", "C", "C", "C", "C", "O", "N", "O", "O", "H", "H", "H", "H", "Br", "C", "C", "C", "C", "C", "C", "C", "O", "O", "H", "H", "H", "H"], "xyz": [[-0.60415, 0.30256, -0.11113], [-0.79596, 0.34522, -2.04985], [-1.86102, 0.34827, -2.79225], [-1.73875, 0.36277, -4.20201], [-2.83945, 0.39362, -5.03879], [-4.12986, 0.39572, -4.50175], [-4.29098, 0.36348, -3.13163], [-3.19426, 0.34471, -2.24747], [-3.42547, 0.30715, -0.84409], [-2.48625, 0.30952, 0.09527], [-2.92727, 0.28250, 1.47418], [-1.92728, -0.53321, 2.28421], [-0.60582, -0.08529, 1.88621], [0.39245, -0.54118, 2.56737], [1.73478, -0.01888, 2.67148], [2.79446, -0.91335, 2.86056], [4.10087, -0.50336, 3.01856], [4.37345, 0.87452, 3.02497], [3.36690, 1.79479, 2.91984], [1.97828, 1.42338, 2.76355], [1.07469, 2.28630, 2.76777], [-0.73345, 0.35537, -4.60959], [-2.70404, 0.41746, -6.11588], [-4.99711, 0.41656, -5.15382], [-5.29194, 0.33963, -2.71005], [-4.47089, 0.24229, -0.53417], [-3.93742, -0.13404, 1.56242], [-2.92323, 1.31652, 1.84970], [-2.07206, -1.59864, 2.08214], [-2.08076, -0.36007, 3.35520], [0.19168, -1.41151, 3.21080], [2.56917, -1.97660, 2.81967], [4.90250, -1.22480, 3.12361], [5.40215, 1.21199, 3.11728], [3.58381, 2.85768, 2.93647], [1.27949, 0.24038, -0.34444], [2.04708, 1.18386, -0.56056], [1.69231, 2.57029, -0.54262], [2.65754, 3.53076, -0.79566], [2.35244, 4.88164, -0.73489], [1.05495, 5.29011, -0.32858], [0.10208, 4.36929, -0.04374], [0.34874, 2.96564, -0.18343], [-0.58896, 2.14308, -0.00295], [3.33663, 5.84379, -1.04030], [4.46288, 5.47451, -1.36879], [3.04738, 7.03736, -0.97702], [3.10238, 0.95161, -0.76061], [3.67066, 3.23144, -1.03094], [0.86176, 6.35009, -0.24850], [-0.87547, 4.65904, 0.31634], [-2.89103, -5.03024, 1.69683], [-1.28339, -5.18865, 0.69163], [-0.63778, -6.41447, 0.79232], [0.56184, -6.61738, 0.13192], [1.11304, -5.59559, -0.62454], [0.46838, -4.37463, -0.71169], [-0.74269, -4.14009, -0.06272], [-1.38029, -2.74401, -0.20861], [-2.60271, -2.69314, -0.30736], [-0.50492, -1.82637, -0.26565], [-1.08230, -7.20311, 1.38448], [1.06431, -7.57406, 0.21376], [2.05101, -5.75251, -1.14427], [0.88688, -3.55966, -1.28820]], "homo_energy_ev": [0.2359, -0.3013], "spin_multiplicity": 2, "total_charge": -2, "e_tot_ha": -5440.67102}

***

{"formula": "C30H22Cl2N3O4Ti", "method": "the ωB97M-V functional and the def2-TZVPD basis", "species": ["Ti", "C", "O", "C", "N", "C", "C", "C", "C", "C", "C", "C", "C", "C", "C", "C", "C", "N", "C", "N", "C", "C", "O", "C", "C", "C", "C", "C", "C", "H", "H", "H", "H", "H", "H", "H", "H", "H", "H", "H", "H", "H", "H", "H", "H", "H", "H", "H", "Cl", "C", "C", "C", "Cl", "C", "O", "C", "C", "O", "C", "H", "H", "H"], "xyz": [[0.81857, -0.50380, -0.01435], [2.12569, -0.23110, 4.32314], [3.20850, -0.79444, 3.50841], [2.75305, -0.79209, 2.28259], [1.50976, -0.53408, 2.08033], [0.88939, -0.42900, 3.44121], [-0.21904, 0.59081, 3.53144], [-1.48946, 0.19114, 3.12340], [-2.56177, 1.06617, 3.19556], [-2.37463, 2.35277, 3.68284], [-1.11638, 2.75278, 4.10478], [-0.04231, 1.87467, 4.03553], [3.65329, -1.05548, 1.14533], [4.99478, -1.38373, 1.20223], [5.66880, -1.55603, -0.00316], [5.00185, -1.37755, -1.21128], [3.65961, -1.05055, -1.16045], [3.00704, -0.91161, -0.00876], [2.76375, -0.78622, -2.30081], [1.51793, -0.54225, -2.09793], [0.89594, -0.43225, -3.45560], [2.12921, -0.20895, -4.33544], [3.21865, -0.77180, -3.52692], [-0.22733, 0.57141, -3.52700], [-1.50627, 0.12349, -3.20595], [-2.58941, 0.98739, -3.25832], [-2.40264, 2.31059, -3.63373], [-1.13282, 2.76116, -3.96321], [-0.04879, 1.89463, -3.91655], [2.38586, 0.81079, 4.49179], [2.09298, -0.77197, 5.26227], [0.45997, -1.41313, 3.65069], [-1.64456, -0.83092, 2.79211], [-3.55100, 0.73263, 2.90758], [-3.21232, 3.03309, 3.75810], [-0.96685, 3.74624, 4.50508], [0.92305, 2.21656, 4.38209], [5.49293, -1.49430, 2.15521], [6.71845, -1.81709, -0.00087], [5.50564, -1.48291, -2.16191], [0.48067, -1.41987, -3.67622], [2.37725, 0.83797, -4.49209], [2.10186, -0.73860, -5.28106], [-1.65702, -0.92174, -2.95406], [-3.58401, 0.61897, -3.03987], [-3.24773, 2.98329, -3.69463], [-0.98276, 3.78591, -4.27467], [0.92676, 2.27549, -4.18667], [-6.43313, -1.15220, -0.00364], [-4.71917, -1.27447, -0.00514], [-4.12075, -2.54109, 0.01244], [-2.74841, -2.66800, 0.01135], [-2.00706, -4.21857, 0.03279], [-1.92989, -1.53054, -0.00620], [-0.60677, -1.66524, -0.00755], [-2.54095, -0.25742, -0.02475], [-1.75502, 0.92967, -0.04576], [-0.50235, 0.96037, -0.05305], [-3.94301, -0.14503, -0.02364], [-4.73885, -3.42892, 0.02679], [-2.27201, 1.89135, -0.05547], [-4.40674, 0.83360, -0.03844]], "homo_energy_ev": [-14.0363, -14.0712], "spin_multiplicity": 2, "total_charge": 2, "e_tot_ha": -3391.13534}